Entry 1:
Below is a single C4H9NO2 molecule, with properties calculated with ωB97M-V with the def2-TZVPD basis set.

Computed properties:
frontier orbital gap = 9.929 eV
max |F| = 0.03216 hartree/bohr
structure (SMILES) = C[C@@H](C=O)NCO

Geometry as ORCA input:
```
! RIJCOSX wB97M-V def2-TZVPD def2/J DEFGRID3
* xyz 0 1
C -0.64 -1.92 -0.52
C 0.18 -0.69 -0.11
C 1.27 -0.32 -1.10
O 2.43 -0.41 -0.82
N -0.71 0.41 0.19
C -0.36 1.40 1.15
O -0.18 2.76 0.74
H -1.21 -2.23 0.36
H -1.39 -1.65 -1.26
H 0.09 -2.65 -0.87
H 0.63 -1.00 0.83
H 0.81 0.20 -1.97
H -1.19 0.84 -0.59
H -1.07 1.47 1.98
H 0.57 0.99 1.57
H 0.75 2.80 0.41
*
```

=====

Entry 2:
Below is a 4-piece molecular cluster, C24H42ClFN10O7PS2 overall, with properties calculated with ωB97M-V with the def2-TZVPD basis set.

Computed properties:
frontier orbital gap = 4.073 eV
max |F| = 0.19534 hartree/bohr

Geometry as ORCA input:
```
! RIJCOSX wB97M-V def2-TZVPD def2/J DEFGRID3
* xyz 1 1
C -4.65 4.33 -0.24
C -4.91 2.89 0.52
N -4.42 1.74 -0.33
C -3.58 0.75 0.45
C -1.96 0.58 0.29
C -1.07 1.54 -0.73
O -1.43 1.61 -2.04
O 0.13 2.31 -0.35
C -0.12 3.19 0.80
C 1.32 3.55 1.58
O 2.53 3.31 1.02
Cl 1.10 4.31 3.29
C -1.21 -0.59 1.19
C 0.43 -0.72 1.00
C 0.78 -1.31 -0.51
C 2.19 -2.16 -0.50
C 2.43 -2.68 -2.05
C 3.91 -3.38 -2.29
C 3.85 -4.89 -1.60
C 4.91 -5.83 -2.43
S 6.50 -6.11 -1.40
C 6.33 -7.85 -0.73
N 7.35 -8.28 0.32
N 7.04 -9.60 0.63
C 5.81 -9.99 -0.21
O 5.36 -8.91 -1.09
C -2.10 -1.56 2.23
P -1.12 -2.90 3.17
C -0.54 -2.34 4.89
C -2.01 -4.59 3.19
N -3.60 -1.30 2.36
S -4.59 -2.24 3.46
C -4.34 -0.23 1.53
F -5.83 -0.03 1.69
H -5.61 5.03 -0.20
H -3.72 4.83 0.31
H -4.38 4.20 -1.38
H -4.37 2.82 1.56
H -6.07 2.71 0.70
H -3.96 2.05 -1.21
H -0.64 4.20 0.43
H -0.82 2.74 1.63
H 0.91 0.35 1.19
H 0.95 -1.45 1.76
H 0.90 -0.41 -1.26
H -0.16 -1.97 -0.82
H 3.08 -1.42 -0.19
H 2.18 -3.04 0.29
H 2.40 -1.71 -2.73
H 1.57 -3.39 -2.44
H 4.04 -3.50 -3.45
H 4.79 -2.77 -1.81
H 2.75 -5.31 -1.62
H 4.17 -4.86 -0.46
H 5.23 -5.33 -3.46
H 4.39 -6.85 -2.72
H 5.42 -11.09 -0.07
H 0.61 -2.66 4.99
H -0.52 -1.14 4.97
H -1.11 -2.82 5.79
H -2.46 -4.76 2.10
H -1.35 -5.50 3.51
H -2.96 -4.60 3.92
H -5.58 -2.98 2.79
C 4.88 -0.48 -4.61
O 4.25 -1.51 -4.82
N 4.35 0.58 -3.99
N 6.16 -0.33 -4.99
H 4.85 1.43 -3.81
H 3.38 0.50 -3.68
H 6.60 -1.11 -5.47
H 6.69 0.51 -4.83
C -8.25 5.78 1.19
O -7.16 5.51 0.71
N -9.41 5.32 0.66
N -8.40 6.55 2.28
H -10.31 5.53 1.04
H -9.34 4.74 -0.16
H -7.56 6.91 2.71
H -9.29 6.78 2.69
C 2.03 7.36 -0.98
O 2.58 7.25 -2.07
N 1.37 8.47 -0.61
N 2.04 6.38 -0.06
H 0.91 8.58 0.28
H 1.34 9.23 -1.27
H 2.53 5.53 -0.30
H 1.59 6.45 0.84
*
```

=====

Entry 3:
Below is C3H10N2O3 as an isolated structure, with properties calculated with ωB97M-V with the def2-TZVPD basis set.

Computed properties:
frontier orbital gap = 10.065 eV
max |F| = 0.10610 hartree/bohr

Geometry as ORCA input:
```
! RIJCOSX wB97M-V def2-TZVPD def2/J DEFGRID3
* xyz 0 1
N -0.41 0.28 -1.24
C 0.05 -0.11 0.12
C -0.09 1.09 1.04
O -1.46 1.52 0.94
C 1.58 -0.53 0.13
N 1.71 -1.54 -0.88
O 2.44 0.18 0.60
H 0.13 -0.40 -1.78
H 0.10 1.12 -1.50
H -0.60 -0.92 0.49
H 0.06 0.77 2.09
H 0.51 1.94 0.72
H -1.56 2.22 1.59
H 2.64 -1.81 -1.20
H 1.58 -1.88 0.26
H -3.74 -0.77 -0.97
H -2.20 -0.48 -0.97
O -2.91 -0.92 -0.48
*
```

=====

Entry 4:
Below is a 2-piece molecular cluster, C4H9NOS overall, with properties calculated with ωB97M-V with the def2-TZVPD basis set.

Computed properties:
frontier orbital gap = 9.404 eV
max |F| = 0.07289 hartree/bohr
structure (SMILES) = C=C=NC.CSO

Geometry as ORCA input:
```
! RIJCOSX wB97M-V def2-TZVPD def2/J DEFGRID3
* xyz 0 1
C 1.41 2.06 -0.36
C 1.57 0.80 -0.04
N 1.86 -0.37 -0.02
C 1.33 -1.53 0.71
H 0.73 2.46 -1.07
H 2.19 2.76 -0.03
H 2.16 -2.09 1.07
H 0.78 -2.12 0.02
H 0.66 -1.09 1.39
C -2.10 -0.92 -0.60
S -1.84 0.14 0.90
O -1.55 1.65 0.37
H -1.24 -1.39 -0.92
H -2.57 -0.34 -1.31
H -2.81 -1.73 -0.24
H -0.59 1.69 0.14
*
```

=====

Entry 5:
Below is a single C15H26N2S2 molecule, with properties calculated with ωB97M-V with the def2-TZVPD basis set.

Computed properties:
frontier orbital gap = 8.855 eV
max |F| = 0.04968 hartree/bohr
structure (SMILES) = Cc1ccc([C@](C)(S[C@H](C)CN)S[C@@H](C)CN)cc1

Geometry as ORCA input:
```
! RIJCOSX wB97M-V def2-TZVPD def2/J DEFGRID3
* xyz 0 1
C 0.20 -1.95 -5.22
C 0.36 -1.33 -3.82
C 1.39 -1.82 -2.98
C 1.55 -1.30 -1.67
C 0.74 -0.29 -1.20
C 0.99 0.32 0.18
C 2.48 0.62 0.43
S 0.36 -0.75 1.54
C -1.31 -1.37 0.94
C -2.50 -0.63 1.59
C -1.47 -2.90 1.13
N -0.20 -3.49 0.68
S 0.21 1.99 0.30
C 0.54 2.77 1.96
C 1.25 4.13 1.80
C -0.75 2.94 2.79
N -1.09 1.64 3.41
C -0.34 0.15 -2.05
C -0.53 -0.38 -3.35
H -0.12 -2.99 -5.13
H 1.15 -1.96 -5.76
H -0.49 -1.38 -5.85
H 2.00 -2.61 -3.38
H 2.34 -1.70 -1.03
H 2.88 1.25 -0.38
H 3.07 -0.28 0.45
H 2.67 1.19 1.36
H -1.39 -1.22 -0.15
H -3.44 -1.06 1.25
H -2.48 -0.71 2.68
H -2.55 0.39 1.32
H -2.28 -3.32 0.56
H -1.62 -3.20 2.17
H 0.57 -3.21 1.30
H 0.00 -3.24 -0.29
H 1.20 2.13 2.56
H 2.30 3.93 1.54
H 0.75 4.74 1.02
H 1.19 4.67 2.76
H -1.55 3.27 2.10
H -0.62 3.67 3.57
H -2.04 1.61 3.83
H -0.96 0.89 2.76
H -1.09 0.90 -1.70
H -1.37 -0.13 -4.02
*
```

=====

Entry 6:
Below is a 5-piece molecular cluster, C28H39F12N2O13P overall, with properties calculated with ωB97M-V with the def2-TZVPD basis set.

Computed properties:
frontier orbital gap = 10.180 eV
max |F| = 0.05126 hartree/bohr
structure (SMILES) = C#C[C@@]1(CCN(CC)C(C)=O)C[C@H](P(=O)(O)O)NC1=O.CCOC(=O)C(F)(F)F.CCOC(=O)C(F)(F)F.CCOC(=O)C(F)(F)F.CCOC(=O)C(F)(F)F

Geometry as ORCA input:
```
! RIJCOSX wB97M-V def2-TZVPD def2/J DEFGRID3
* xyz 0 1
C 1.01 -1.57 5.30
C 0.48 -1.04 4.36
C 0.01 -0.37 3.13
C -1.46 -0.62 2.83
C -2.33 0.63 2.76
N -3.70 0.33 2.36
C -4.47 1.60 2.38
C -4.80 2.09 3.78
C -3.64 -0.06 0.95
C -4.07 -1.45 0.56
O -3.26 0.70 0.10
C 0.56 1.10 3.29
C 1.75 1.20 2.26
P 1.35 1.91 0.63
O 2.58 1.98 -0.15
O 0.27 1.02 -0.16
O 0.76 3.39 0.82
N 2.22 -0.20 2.14
C 0.98 -0.92 2.03
O 0.73 -1.77 1.24
H 1.62 -1.79 6.14
H -1.57 -1.17 1.89
H -1.91 -1.27 3.59
H -1.85 1.33 2.05
H -2.28 1.14 3.72
H -3.95 2.41 1.86
H -5.41 1.41 1.86
H -5.38 3.01 3.67
H -5.37 1.38 4.37
H -3.91 2.37 4.33
H -3.28 -1.84 -0.08
H -4.19 -2.12 1.41
H -4.96 -1.40 -0.05
H -0.11 1.94 3.08
H 0.80 1.21 4.34
H 2.47 1.84 2.77
H -0.62 1.07 0.23
H -0.19 3.42 0.66
H 2.72 -0.38 3.00
C 2.33 -1.57 -1.10
C 2.33 -0.76 -2.37
O 3.00 -1.46 -3.46
C 2.31 -2.40 -4.07
O 1.19 -2.74 -3.83
C 3.16 -3.00 -5.20
F 4.40 -3.29 -4.80
F 3.26 -2.14 -6.23
F 2.61 -4.13 -5.67
H 3.35 -1.85 -0.82
H 1.90 -0.99 -0.31
H 1.77 -2.50 -1.21
H 2.88 0.16 -2.23
H 1.32 -0.49 -2.68
C 4.78 -6.95 -5.82
C 3.86 -7.58 -4.80
O 4.45 -8.75 -4.20
C 5.34 -8.54 -3.25
O 5.71 -7.48 -2.84
C 5.84 -9.89 -2.70
F 6.14 -10.74 -3.68
F 4.89 -10.46 -1.94
F 6.92 -9.73 -1.95
H 5.07 -7.69 -6.57
H 4.29 -6.11 -6.31
H 5.70 -6.59 -5.36
H 2.94 -7.91 -5.27
H 3.58 -6.86 -4.02
C -1.98 1.35 -5.98
C -0.78 2.16 -5.54
O -1.09 2.96 -4.38
C -1.08 2.33 -3.22
O -0.85 1.17 -3.05
C -1.38 3.32 -2.09
F -2.42 4.10 -2.37
F -0.33 4.13 -1.86
F -1.65 2.68 -0.94
H -2.84 2.00 -6.15
H -1.75 0.81 -6.90
H -2.26 0.62 -5.22
H -0.50 2.87 -6.32
H 0.08 1.53 -5.34
C -3.66 7.72 6.26
C -2.17 7.52 6.05
O -1.88 6.18 5.60
C -2.08 5.95 4.31
O -2.48 6.73 3.50
C -1.68 4.50 3.98
F -2.18 3.63 4.87
F -0.35 4.37 3.98
F -2.11 4.14 2.77
H -4.05 6.96 6.94
H -3.86 8.70 6.67
H -4.20 7.62 5.32
H -1.65 7.63 7.00
H -1.76 8.25 5.36
*
```